Record 1
Here is a structure of composition C33H34Cl3GeMoN2O5 in a non-equilibrium geometry from the OMol25 dataset. Energies are from the ωB97M-V functional and the def2-TZVPD basis.

As for the spin multiplicity: 3. The LUMO energy (alpha / beta) comes out at -4.19 / -4.70 eV. Its energy relative to the best compared isomer or geometry (same formula, charge and spin) is 34.14 kcal per mole. Its frontier orbital gap (alpha / beta) is 6.715 / 6.586 eV. Its total charge is +1.

```
79
Properties=species:S:1:pos:R:3:lowdin_spin:R:1
Mo 0.152 0.628 -0.722 1.5027
O -3.782 0.780 -1.886 0.0300
C -2.721 0.993 -1.377 0.0072
O -1.684 0.152 -1.367 0.0204
C -2.405 2.225 -0.557 0.0174
C -3.254 3.253 -0.205 -0.0061
C -2.820 4.147 0.772 0.0182
C -1.616 3.924 1.439 -0.0054
C -0.838 2.862 1.028 0.0139
N -1.200 2.122 -0.011 -0.0023
C 0.317 2.217 1.758 0.0106
O 0.817 2.674 2.745 0.0427
O 0.619 1.026 1.227 0.0879
H -4.235 3.326 -0.654 -0.0005
H -3.455 4.971 1.067 0.0010
H -1.309 4.525 2.283 -0.0005
N 0.151 0.945 -2.986 0.0118
C -0.584 2.162 -3.255 0.0065
C -1.724 2.119 -4.038 0.0001
C -2.479 3.267 -4.231 0.0015
C -2.080 4.458 -3.647 0.0001
C -0.929 4.497 -2.872 0.0015
C -0.168 3.353 -2.658 0.0025
C 1.060 3.374 -1.840 0.0084
C 1.949 4.440 -1.984 -0.0034
C 3.152 4.460 -1.299 0.0124
C 3.487 3.405 -0.465 -0.0032
C 2.602 2.353 -0.293 0.0072
C 1.377 2.320 -0.969 -0.0253
H 1.099 0.982 -3.356 0.0009
H -0.318 0.155 -3.418 0.0016
H -2.037 1.182 -4.484 0.0001
H -3.375 3.222 -4.834 0.0001
H -2.662 5.358 -3.792 0.0000
H -0.622 5.424 -2.405 0.0000
H 1.705 5.246 -2.665 -0.0005
H 3.831 5.292 -1.425 0.0007
H 4.431 3.408 0.063 -0.0005
H 2.866 1.557 0.395 0.0002
Cl 4.504 -5.607 -2.159 0.0033
C 3.524 -4.220 -1.853 0.0098
C 3.796 -3.418 -0.752 -0.0026
C 3.007 -2.312 -0.517 0.0101
Cl 3.275 -1.318 0.871 0.0016
C 1.952 -1.966 -1.362 0.0031
O 1.206 -0.900 -1.118 0.0938
C 1.694 -2.810 -2.443 0.0108
Cl 0.333 -2.461 -3.461 0.0020
C 2.469 -3.928 -2.698 -0.0024
H 4.611 -3.658 -0.084 -0.0003
H 2.249 -4.564 -3.543 -0.0003
C -3.641 -4.835 1.846 0.0003
C -2.913 -3.663 1.202 0.0015
C -1.396 -3.794 1.311 0.0090
C -0.635 -2.662 0.604 0.0219
Ge -0.983 -0.997 1.552 0.0684
C -0.413 -0.642 3.374 -0.0028
C 1.005 -1.025 3.794 0.0000
C 1.298 -2.519 3.741 0.0001
C 2.689 -2.847 4.270 0.0000
H -4.720 -4.731 1.745 0.0000
H -3.406 -4.902 2.910 0.0000
H -3.348 -5.775 1.377 0.0002
H -3.242 -2.729 1.676 0.0012
H -3.190 -3.581 0.148 0.0000
H -1.074 -4.738 0.865 0.0017
H -1.107 -3.848 2.366 0.0001
H -0.968 -2.545 -0.429 0.0001
H 0.440 -2.840 0.606 -0.0002
H -2.333 -0.326 1.276 0.0100
H -1.153 -1.181 3.982 -0.0003
H -0.602 0.419 3.541 -0.0001
H 1.140 -0.677 4.822 -0.0001
H 1.727 -0.477 3.187 0.0000
H 1.207 -2.883 2.712 0.0000
H 0.548 -3.056 4.332 0.0000
H 3.455 -2.320 3.701 0.0000
H 2.897 -3.915 4.207 0.0000
H 2.782 -2.550 5.316 0.0000
```

***

Record 2
Here is a structure of composition C33H34CrF3N5O3PS in a non-equilibrium geometry from the OMol25 dataset. Energies are from the ωB97M-V functional and the def2-TZVPD basis.

As for the spin multiplicity: 2. The LUMO energy (alpha / beta) comes out at -0.72 / -0.35 eV. Its energy relative to the best compared isomer or geometry (same formula, charge and spin) is 25.69 kcal per mole. Its frontier orbital gap (alpha / beta) is 6.721 / 7.102 eV. Its total charge is 0.

```
81
Properties=species:S:1:pos:R:3:lowdin_spin:R:1
Cr 0.896 0.855 0.197 1.0156
F 1.746 1.911 6.729 0.0000
C 2.166 2.140 5.458 0.0002
F 3.406 1.627 5.378 0.0004
F 2.255 3.471 5.333 0.0002
C 1.216 1.503 4.479 -0.0006
C 0.141 0.811 4.972 0.0009
C -0.735 0.188 4.082 -0.0009
C -0.467 0.288 2.746 0.0003
N 0.585 0.942 2.218 -0.0040
C 1.458 1.587 3.069 0.0017
S 2.714 2.503 2.427 0.0139
H -0.033 0.764 6.038 0.0001
H -1.597 -0.360 4.433 -0.0001
H -1.138 -0.176 2.031 -0.0003
C -1.958 -0.519 -4.813 -0.0003
C -1.746 -1.414 -3.774 0.0000
C -1.615 -0.943 -2.479 -0.0005
C -1.693 0.421 -2.208 -0.0017
C -1.898 1.312 -3.253 -0.0005
C -2.030 0.840 -4.551 0.0000
P -1.485 0.963 -0.477 -0.0051
C -3.202 0.943 0.156 -0.0026
C -3.459 1.592 1.364 -0.0005
C -4.752 1.671 1.853 0.0000
C -5.799 1.093 1.147 -0.0005
C -5.545 0.422 -0.039 0.0000
C -4.251 0.343 -0.536 -0.0008
C -1.036 2.710 -0.504 0.0025
C -1.803 3.830 -0.795 -0.0011
C -1.182 5.069 -0.759 0.0035
C 0.166 5.164 -0.426 -0.0014
C 0.908 4.033 -0.108 -0.0009
C 0.316 2.772 -0.140 -0.0276
H -2.063 -0.883 -5.827 0.0000
H -1.655 -2.473 -3.981 0.0000
H -1.434 -1.639 -1.666 -0.0002
H -1.929 2.376 -3.060 0.0000
H -2.174 1.540 -5.363 0.0000
H -2.640 2.049 1.909 0.0000
H -4.948 2.195 2.780 0.0000
H -6.812 1.171 1.520 0.0000
H -6.357 -0.035 -0.590 0.0000
H -4.060 -0.169 -1.469 -0.0001
H -2.857 3.748 -1.040 -0.0003
H -1.743 5.966 -0.992 0.0003
H 0.638 6.139 -0.400 -0.0003
H 1.944 4.139 0.186 -0.0004
C 4.437 -0.360 -1.758 -0.0001
C 3.436 0.772 -1.569 0.0005
C 4.000 2.117 -2.004 0.0002
O 3.011 0.824 -0.199 0.0071
C 2.160 0.470 -2.389 0.0013
O 2.243 0.235 -3.575 -0.0029
O 1.063 0.528 -1.700 0.0007
H 5.349 -0.155 -1.195 0.0000
H 4.672 -0.465 -2.816 -0.0001
H 4.009 -1.295 -1.398 0.0000
H 4.981 2.287 -1.552 0.0000
H 3.321 2.919 -1.709 0.0000
H 4.102 2.138 -3.088 0.0000
H 3.621 1.330 0.350 0.0019
C 1.965 -5.843 -0.452 0.0000
C 0.548 -5.600 0.062 0.0000
C -0.344 -5.002 -1.026 0.0000
C 0.549 -4.724 1.328 0.0000
N 1.000 -3.367 1.078 0.0000
C 0.288 -2.291 0.737 0.0000
N 1.122 -1.295 0.550 0.0018
N 2.358 -1.777 0.808 0.0007
N 2.292 -3.011 1.126 0.0001
H 1.939 -6.435 -1.367 0.0000
H 2.562 -6.380 0.286 0.0000
H 2.472 -4.904 -0.675 0.0000
H 0.120 -6.558 0.369 0.0000
H 0.102 -4.098 -1.447 0.0000
H -1.337 -4.756 -0.639 0.0000
H -0.471 -5.716 -1.839 0.0000
H 1.213 -5.148 2.080 0.0000
H -0.456 -4.661 1.743 0.0000
H -0.783 -2.264 0.625 -0.0002
```